Entry from the OMol25 dataset: a cluster of 9 separate species, C61H134F9N7O3PS in total (ωB97M-V with the def2-TZVPD basis set).

Computed properties:
- net charge = +5
- frontier orbital gap (hartree) = 0.241
- molar mass (g/mol) = 1247.8
- energy (eV) = -126546.0842
- maximum force (eV Å⁻¹) = 3.2

```
216
Properties=species:S:1:pos:R:3:mulliken_charge:R:1
P 15.181 15.798 21.510 2.21
F 16.340 16.958 21.680 -0.42
F 15.564 15.320 23.034 -0.56
F 14.150 16.844 22.194 -0.65
F 14.112 14.566 21.488 -0.24
F 14.722 16.183 20.007 -0.61
F 16.271 14.765 20.927 -0.58
C 9.526 11.649 23.175 -1.62
C 10.133 13.016 22.988 0.60
C 9.267 13.983 22.172 -0.84
N 10.081 14.922 21.327 0.33
C 10.758 14.274 20.125 -0.73
C 9.109 16.024 20.822 -1.14
C 10.004 17.236 20.529 -0.32
C 11.087 17.206 21.577 1.43
C 11.063 15.789 22.141 -0.04
H 9.434 11.158 22.204 0.38
H 8.539 11.731 23.631 0.39
H 10.153 11.004 23.789 0.33
H 11.139 12.888 22.571 -0.44
H 10.327 13.465 23.968 0.38
H 8.651 14.585 22.836 0.46
H 8.570 13.493 21.492 0.50
H 11.324 13.499 20.633 0.01
H 11.282 15.080 19.623 0.40
H 9.954 13.885 19.505 0.30
H 8.651 15.684 19.891 0.59
H 8.268 16.095 21.509 0.40
H 10.354 16.993 19.524 -0.41
H 9.400 18.135 20.425 0.80
H 12.076 17.471 21.199 -1.11
H 10.966 17.998 22.321 0.30
H 11.997 15.250 21.972 -0.19
H 10.919 15.658 23.212 0.02
C 23.209 13.369 21.203 -1.42
C 21.808 13.008 21.684 -0.14
C 21.169 14.178 22.437 -0.72
N 19.810 13.884 23.016 0.87
C 18.835 13.386 21.984 -0.83
C 19.214 14.987 23.838 -0.27
C 18.518 14.367 25.050 -0.18
C 18.795 12.837 24.955 -0.86
C 19.984 12.761 24.025 -0.73
H 23.988 13.008 21.882 0.38
H 23.426 14.438 21.183 0.34
H 23.473 12.826 20.297 0.40
H 21.920 12.098 22.275 0.24
H 21.180 12.731 20.838 0.31
H 21.077 15.008 21.732 0.27
H 21.779 14.566 23.253 0.45
H 19.096 12.505 21.404 0.43
H 18.604 14.203 21.305 0.13
H 17.930 13.090 22.514 0.06
H 18.587 15.634 23.223 -0.12
H 20.074 15.602 24.110 0.49
H 17.459 14.619 25.091 -0.10
H 18.922 14.780 25.975 0.51
H 17.895 12.358 24.575 0.05
H 19.066 12.477 25.944 0.52
H 20.057 11.792 23.540 0.45
H 20.880 12.958 24.612 0.44
C 15.572 15.868 16.668 -1.48
C 15.118 14.414 16.655 0.17
C 16.103 13.464 17.308 -0.45
N 15.454 12.135 17.641 0.42
C 15.189 11.363 16.369 -1.21
C 14.159 12.275 18.420 -0.12
C 14.216 11.221 19.527 -0.65
C 15.710 11.070 19.861 0.10
C 16.348 11.246 18.495 -0.48
H 16.643 15.933 16.426 0.57
H 15.427 16.366 17.626 -0.02
H 15.106 16.451 15.877 0.48
H 14.892 14.147 15.623 0.35
H 14.171 14.405 17.196 -0.05
H 16.232 13.850 18.326 0.05
H 17.020 13.250 16.767 0.48
H 16.140 11.278 15.848 0.41
H 14.464 11.817 15.695 0.35
H 14.794 10.379 16.613 0.52
H 13.321 12.151 17.742 0.32
H 14.146 13.227 18.950 -0.25
H 13.774 10.261 19.248 0.48
H 13.555 11.490 20.353 0.25
H 15.863 10.039 20.178 0.55
H 16.033 11.713 20.679 -0.47
H 16.427 10.284 17.999 0.32
H 17.347 11.683 18.484 0.33
C 15.978 24.881 19.540 -1.36
C 14.513 24.441 19.634 -0.51
C 14.458 23.054 20.284 0.13
N 13.069 22.473 20.369 0.49
C 13.073 21.252 21.282 -1.58
C 13.939 20.149 20.707 3.84
C 13.454 19.752 19.330 -0.43
C 13.334 20.938 18.349 -1.03
C 12.536 22.094 18.977 -1.03
C 12.113 23.512 20.947 -1.05
H 16.477 24.679 20.497 0.31
H 16.131 25.946 19.381 0.44
H 16.560 24.339 18.793 0.33
H 14.201 24.413 18.588 0.23
H 13.974 25.201 20.192 0.51
H 14.849 23.102 21.302 0.34
H 15.073 22.335 19.748 -0.30
H 13.310 21.683 22.258 0.58
H 12.014 20.996 21.357 0.42
H 15.011 20.346 20.675 -1.02
H 13.778 19.266 21.334 -1.41
H 14.157 19.026 18.920 0.03
H 12.471 19.279 19.349 -0.20
H 14.322 21.330 18.101 0.25
H 12.864 20.609 17.425 0.69
H 12.614 23.036 18.436 0.61
H 11.463 21.977 19.132 0.54
H 11.256 22.901 21.236 0.41
H 11.814 24.215 20.180 0.44
H 12.518 23.881 21.885 0.37
C 14.433 12.798 24.314 -0.67
C 14.652 11.544 25.187 0.14
C 13.963 11.720 26.530 -0.96
N 14.116 10.529 27.456 0.58
C 13.440 10.881 28.757 -0.66
C 13.313 9.693 29.721 -0.67
C 12.515 8.565 29.081 -0.71
C 13.167 8.109 27.780 -0.88
C 13.451 9.300 26.858 -0.61
C 15.543 10.117 27.738 -1.01
H 15.030 12.802 23.403 0.02
H 14.642 13.707 24.877 0.23
H 13.403 12.836 23.951 0.04
H 15.728 11.370 25.280 -0.04
H 14.375 10.629 24.658 0.33
H 12.895 11.852 26.376 0.43
H 14.472 12.561 27.000 0.38
H 12.498 11.399 28.567 0.42
H 13.964 11.672 29.301 0.43
H 12.822 9.988 30.648 0.43
H 14.287 9.317 30.039 0.27
H 11.545 8.975 28.776 0.29
H 12.304 7.721 29.734 0.43
H 12.583 7.361 27.248 0.46
H 14.130 7.638 28.004 0.34
H 12.510 9.605 26.390 0.42
H 14.023 8.904 26.019 0.38
H 15.563 9.201 28.313 0.51
H 16.062 10.944 28.216 0.28
H 16.003 9.923 26.773 0.32
C 18.121 21.666 21.009 -1.17
C 18.075 20.338 20.276 1.47
C 19.470 19.940 19.820 -1.61
N 19.572 18.584 19.157 0.77
C 18.633 18.452 17.967 -0.51
C 19.050 19.373 16.827 -1.00
C 20.464 19.071 16.360 -0.72
C 21.470 19.140 17.508 -0.67
C 21.038 18.344 18.729 -0.73
C 19.265 17.512 20.156 -1.34
H 17.075 21.867 21.271 -0.11
H 18.459 22.505 20.404 0.52
H 18.619 21.670 21.979 0.35
H 17.429 20.376 19.389 0.12
H 17.524 19.559 20.814 -0.56
H 20.154 20.023 20.669 0.38
H 19.917 20.638 19.112 0.63
H 17.618 18.646 18.307 0.14
H 18.686 17.409 17.654 0.66
H 18.807 20.411 17.062 0.33
H 18.365 19.085 16.024 0.50
H 20.771 19.775 15.590 0.40
H 20.377 18.045 15.996 0.29
H 21.706 20.178 17.735 0.38
H 22.351 18.635 17.108 0.39
H 21.643 18.630 19.594 0.44
H 21.232 17.273 18.684 0.49
H 19.723 17.677 21.129 0.35
H 19.496 16.575 19.656 0.68
H 18.197 17.502 20.381 0.05
C 11.164 18.420 25.239 -1.47
C 12.510 19.112 24.997 0.31
C 13.699 18.277 25.443 -0.21
N 15.012 19.054 25.552 0.21
C 15.178 20.017 24.377 -0.14
C 16.592 20.593 24.349 -1.26
C 17.609 19.440 24.346 0.28
C 17.435 18.514 25.532 -1.14
C 16.044 17.951 25.547 -0.10
C 15.082 19.766 26.860 -0.86
H 10.296 18.922 24.822 0.43
H 10.951 18.226 26.291 0.48
H 11.235 17.413 24.808 0.13
H 12.419 20.052 25.558 0.49
H 12.577 19.458 23.964 -0.46
H 13.908 17.546 24.661 -0.06
H 13.455 17.721 26.346 0.58
H 15.008 19.453 23.457 -0.14
H 14.440 20.810 24.468 0.68
H 16.764 21.215 23.472 0.14
H 16.653 21.296 25.182 0.61
H 17.526 18.907 23.395 -0.50
H 18.621 19.849 24.364 0.65
H 18.212 17.739 25.448 0.21
H 17.841 18.839 26.497 0.47
H 15.949 17.356 24.635 -0.16
H 15.855 17.292 26.393 0.63
H 14.168 20.361 26.921 0.40
H 15.925 20.438 26.967 0.40
H 14.996 19.075 27.697 0.36
C 12.057 17.302 16.859 0.32
F 12.897 16.766 17.764 0.15
F 11.224 18.149 17.471 -0.22
F 12.755 17.984 15.946 -0.26
S 11.102 15.969 15.931 1.16
O 12.041 14.910 15.621 -0.61
O 10.080 15.507 16.872 -0.66
O 10.564 16.625 14.780 -0.65
```

Entry from the OMol25 dataset: a cluster of 6 separate species, C61H135F3NO6P3 in total (ωB97M-V with the def2-TZVPD basis set).

Computed properties:
- ⟨S²⟩ = 0.754
- net charge = +3
- 2S+1 = 2
- frontier orbital gap (alpha / beta) (hartree) = 0.329 / 0.274
- molar mass (g/mol) = 1128.7
- energy (eV) = -115213.7866
- maximum force (eV Å⁻¹) = 5.6

```
209
Properties=species:S:1:pos:R:3:lowdin_spin:R:1
C -3.436 3.720 -5.881 0.08
O -4.667 4.155 -5.180 0.01
O -3.032 4.683 -6.795 0.84
C -2.319 3.152 -4.884 0.02
F -1.773 4.088 -4.135 0.00
F -2.804 2.255 -4.027 0.00
F -1.375 2.509 -5.556 0.00
C -5.423 3.415 -4.357 0.00
C -6.648 4.251 -4.029 0.00
H -7.395 3.680 -3.479 0.00
H -6.209 4.990 -3.359 0.00
H -7.048 4.729 -4.923 0.00
H -4.874 3.112 -3.465 0.00
H -5.786 2.470 -4.761 0.00
H -3.682 2.991 -6.653 0.05
O -2.589 0.410 -2.031 0.00
C -1.417 0.370 -1.453 0.00
O -1.246 0.364 -0.185 0.00
O -0.501 0.071 -2.259 0.00
H -2.239 0.200 -2.900 0.00
C 3.464 -2.760 7.351 0.00
C 4.076 -2.208 5.969 0.00
C 3.749 -0.754 5.793 0.00
C 3.863 -0.262 4.339 0.00
P 3.367 1.452 4.197 0.00
C 1.841 1.993 5.094 0.00
C 0.546 1.470 4.632 0.00
C -0.573 1.734 5.616 0.00
C -1.917 1.353 5.004 0.00
C 4.830 2.500 4.743 0.00
C 4.704 3.069 6.187 0.00
C 5.834 4.032 6.765 0.00
C 7.023 3.443 7.523 0.00
C 3.032 1.981 2.378 0.00
C 2.577 3.406 2.256 0.00
C 1.936 3.745 0.849 0.00
C 0.643 3.031 0.640 0.00
H 2.443 -2.470 7.597 0.00
H 4.071 -2.322 8.143 0.00
H 3.412 -3.846 7.416 0.00
H 3.551 -2.601 5.098 0.00
H 5.135 -2.457 5.903 0.00
H 4.463 -0.281 6.467 0.00
H 2.716 -0.680 6.134 0.00
H 3.141 -0.867 3.791 0.00
H 4.924 -0.370 4.114 0.00
H 1.930 3.078 5.041 0.00
H 2.171 1.771 6.108 0.00
H 0.721 0.402 4.508 0.00
H 0.337 1.819 3.621 0.00
H -0.660 2.785 5.888 0.00
H -0.307 1.271 6.567 0.00
H -2.160 2.110 4.259 0.00
H -2.680 1.269 5.778 0.00
H -1.818 0.416 4.456 0.00
H 5.019 3.293 4.019 0.00
H 5.648 1.782 4.687 0.00
H 4.533 2.258 6.895 0.00
H 3.831 3.717 6.105 0.00
H 5.382 4.806 7.385 0.00
H 6.219 4.636 5.944 0.00
H 7.680 2.787 6.952 0.00
H 6.668 2.768 8.302 0.00
H 7.520 4.248 8.065 0.00
H 2.390 1.233 1.913 0.00
H 4.012 1.905 1.906 0.00
H 3.471 4.009 2.410 0.00
H 1.809 3.788 2.930 0.00
H 2.628 3.462 0.056 0.00
H 1.799 4.823 0.756 0.00
H 0.223 3.222 -0.348 0.00
H -0.088 3.211 1.428 0.00
H 0.773 1.949 0.614 0.00
C 4.060 0.254 -8.958 0.00
C 3.584 -0.349 -7.607 0.00
C 4.288 0.190 -6.356 0.00
C 3.507 1.386 -5.786 0.00
P 2.208 1.000 -4.653 0.00
C 1.506 2.639 -4.038 0.00
C 2.573 3.688 -3.566 0.00
C 1.749 4.977 -3.381 0.00
C 2.639 6.008 -2.626 0.00
C 0.901 0.092 -5.500 0.00
C 0.986 -1.409 -5.421 0.00
C -0.310 -2.074 -5.843 0.00
C -0.366 -3.682 -5.693 0.00
C 2.834 0.045 -3.201 0.00
C 4.120 0.475 -2.348 0.00
C 5.032 -0.585 -1.850 0.00
C 5.692 -1.561 -2.761 0.00
H 4.022 1.343 -8.992 0.00
H 3.508 -0.023 -9.856 0.00
H 4.998 -0.216 -9.253 0.00
H 3.495 -1.435 -7.621 0.00
H 2.519 -0.115 -7.627 0.00
H 5.296 0.549 -6.567 0.00
H 4.448 -0.609 -5.632 0.00
H 3.245 2.068 -6.595 0.00
H 4.242 2.005 -5.273 0.00
H 0.931 2.404 -3.142 0.00
H 0.798 3.084 -4.737 0.00
H 3.185 3.998 -4.413 0.00
H 3.033 3.376 -2.629 0.00
H 0.875 4.838 -2.745 0.00
H 1.362 5.357 -4.327 0.00
H 2.844 5.585 -1.642 0.00
H 2.191 6.997 -2.533 0.00
H 3.653 6.227 -2.961 0.00
H 0.876 0.515 -6.505 0.00
H -0.017 0.449 -5.032 0.00
H 1.121 -1.703 -4.381 0.00
H 1.872 -1.826 -5.900 0.00
H -0.315 -1.847 -6.909 0.00
H -1.160 -1.552 -5.402 0.00
H -1.099 -4.208 -6.304 0.00
H -0.633 -3.867 -4.652 0.00
H 0.601 -4.149 -5.881 0.00
H 2.890 -0.967 -3.603 0.00
H 1.968 -0.087 -2.552 0.00
H 3.888 1.061 -1.459 0.00
H 4.687 1.154 -2.985 0.00
H 4.365 -1.171 -1.217 0.00
H 5.721 -0.257 -1.072 0.00
H 6.620 -1.041 -2.996 0.00
H 5.183 -1.923 -3.654 0.00
H 5.924 -2.499 -2.257 0.00
C -0.212 -2.430 5.375 0.00
C 0.660 -3.109 4.283 0.00
C 0.590 -2.562 2.765 0.00
C -0.821 -2.682 2.084 0.00
P -1.046 -3.595 0.503 0.00
C 0.134 -2.908 -0.662 0.00
C 1.276 -3.883 -1.140 0.00
C 2.143 -3.238 -2.213 0.00
C 3.296 -4.075 -2.747 0.00
C -0.707 -5.358 0.988 0.00
C -1.715 -5.910 2.010 0.00
C -2.254 -7.351 1.798 0.00
C -3.532 -7.827 2.609 0.00
C -2.736 -3.413 -0.224 0.00
C -2.991 -4.206 -1.507 0.00
C -3.859 -3.267 -2.409 0.00
C -4.192 -3.978 -3.795 0.00
H -1.254 -2.385 5.060 0.00
H 0.209 -1.442 5.561 0.00
H -0.235 -2.999 6.305 0.00
H 0.389 -4.164 4.250 0.00
H 1.717 -3.081 4.547 0.00
H 1.422 -3.102 2.313 0.00
H 0.914 -1.536 2.586 0.00
H -1.151 -1.670 1.847 0.00
H -1.580 -2.992 2.803 0.00
H 0.573 -1.988 -0.277 0.00
H -0.350 -2.726 -1.622 0.00
H 0.923 -4.894 -1.344 0.00
H 1.846 -4.084 -0.233 0.00
H 2.462 -2.256 -1.862 0.00
H 1.390 -3.172 -2.999 0.00
H 3.036 -5.023 -3.217 0.00
H 4.046 -4.510 -2.087 0.00
H 3.773 -3.460 -3.511 0.00
H 0.298 -5.358 1.411 0.00
H -0.626 -5.921 0.058 0.00
H -2.582 -5.261 2.132 0.00
H -1.276 -5.845 3.005 0.00
H -1.433 -8.015 2.065 0.00
H -2.348 -7.442 0.716 0.00
H -4.165 -8.549 2.094 0.00
H -4.146 -6.935 2.734 0.00
H -3.350 -8.120 3.643 0.00
H -2.878 -2.336 -0.305 0.00
H -3.478 -3.848 0.447 0.00
H -3.614 -5.069 -1.274 0.00
H -2.043 -4.375 -2.019 0.00
H -3.506 -2.239 -2.486 0.00
H -4.834 -3.072 -1.963 0.00
H -3.575 -3.509 -4.561 0.00
H -5.190 -3.797 -4.194 0.00
H -4.097 -5.062 -3.727 0.00
C -5.922 -0.067 -0.573 0.00
C -4.882 0.054 0.575 0.00
N -5.139 1.120 1.669 0.00
C -3.870 1.173 2.567 0.00
C -5.320 2.425 0.928 0.00
C -4.203 2.859 -0.072 0.00
C -6.496 0.726 2.375 0.00
C -6.469 1.332 3.800 0.00
O -6.461 2.792 3.675 0.00
C -7.256 3.546 4.637 0.00
H -5.878 0.810 -1.219 0.00
H -6.908 -0.291 -0.167 0.00
H -5.616 -0.792 -1.328 0.00
H -3.895 0.274 0.168 0.00
H -4.887 -0.846 1.189 0.00
H -3.991 2.070 3.175 0.00
H -2.975 1.225 1.947 0.00
H -3.912 0.261 3.162 0.00
H -5.547 3.211 1.648 0.00
H -6.213 2.358 0.306 0.00
H -4.358 3.827 -0.550 0.00
H -4.069 2.266 -0.977 0.00
H -3.213 2.919 0.380 0.00
H -6.540 -0.362 2.416 0.00
H -7.375 1.191 1.929 0.00
H -5.854 0.842 4.555 0.00
H -7.432 1.085 4.249 0.00
H -8.256 3.236 4.941 0.00
H -7.304 4.614 4.424 0.00
H -6.665 3.793 5.520 0.00
```

> Among the records above, which one has the highest molar mass?

C61H134F9N7O3PS

> Number 1 is which compound?

C61H134F9N7O3PS

> What is the formula in the first record?

C61H134F9N7O3PS

> Among the records above, which one has the lowest net charge?

C61H135F3NO6P3